1.
Molecular formula: C4H12
Method: DFT, the ωB97M-V functional and the def2-TZVPD basis

Properties
* ΔE to the lowest compared entry with this formula, charge and spin: 143.6 kJ/mol
* SMILES: CC.CC
* 2S+1: 1
* total charge: 0
* HOMO: -10.570 eV

CARTESIAN COORDINATES (ANGSTROEM)
C (0.20190, 2.33308, 0.67914)
C (-0.52827, 2.24647, -0.64701)
H (0.76709, 1.49311, 0.82190)
H (1.01109, 3.04162, 0.75156)
H (-0.53094, 2.68330, 1.47300)
H (0.10441, 1.90336, -1.49400)
H (-1.43819, 1.59564, -0.70687)
H (-0.81633, 3.27286, -0.97132)
C (-0.04339, -2.09122, 0.63287)
C (0.52574, -2.64418, -0.58457)
H (0.63134, -1.73720, 1.46931)
H (-0.67328, -1.11787, 0.47963)
H (-0.90771, -2.73988, 1.15302)
H (1.55748, -2.33117, -0.68154)
H (-0.19798, -2.20254, -1.46946)
H (0.33703, -3.70539, -0.90564)

=====

2.
Molecular formula: C4H8O2
Method: DFT, the ωB97M-V functional and the def2-TZVPD basis

Properties
* ΔE to the lowest compared entry with this formula, charge and spin: 292.4 kJ/mol
* SMILES: O=C1C[C@H]1O.C
* 2S+1: 1
* total charge: 0
* HOMO: -9.186 eV

CARTESIAN COORDINATES (ANGSTROEM)
O (0.68879, 1.86728, 0.70806)
C (0.66938, 0.67056, 0.79276)
C (0.18008, -0.51624, 1.51052)
C (1.30210, -0.63373, 0.45373)
O (0.98719, -1.42113, -0.65431)
H (0.38975, -0.65043, 2.56969)
H (-0.76563, -0.93488, 1.16338)
H (2.32349, -0.73972, 0.82588)
H (1.48393, -1.09624, -1.41811)
C (-1.56979, 0.62999, -1.26603)
H (-2.50237, 0.36686, -0.75758)
H (-0.92557, -0.25372, -1.33205)
H (-1.77805, 1.00546, -2.27083)
H (-1.06822, 1.41329, -0.70011)

=====

3.
Molecular formula: C4H22BO19
Method: DFT, the ωB97M-V functional and the def2-TZVPD basis

Properties
* ΔE to the lowest compared entry with this formula, charge and spin: 662.9 kJ/mol
* 2S+1: 1
* total charge: -1
* HOMO: -8.303 eV

CARTESIAN COORDINATES (ANGSTROEM)
O (1.76824, 1.29093, -2.50413)
C (1.32924, 1.49493, -1.36513)
O (0.18024, 1.16793, -1.24113)
B (-0.04176, 0.65493, 0.10087)
O (1.28324, 0.78293, 0.70487)
C (2.08024, 1.27693, -0.19013)
O (3.23024, 1.26493, 0.00387)
O (-0.36276, -0.72907, 0.15187)
C (-1.50876, -0.83907, 0.78787)
O (-2.06876, -1.90607, 0.95487)
C (-1.77476, 0.38893, 1.41187)
O (-1.10776, 1.33593, 0.91787)
O (-2.84376, 0.49693, 2.06987)
O (-5.61376, -0.21107, -0.08313)
H (-6.48476, 0.03093, -0.25113)
H (-5.10776, 0.55093, 0.15787)
O (3.50224, -1.30807, 1.17487)
H (4.06924, -0.65507, 0.47687)
H (4.12324, -1.52607, 1.71487)
O (-1.74976, -4.11007, -0.87613)
H (-0.78176, -4.04907, -0.97713)
H (-1.92376, -3.53507, -0.16313)
O (5.79624, 1.93993, 0.27687)
H (6.12224, 1.64093, -0.45213)
H (4.86424, 1.66993, -0.00013)
O (-2.33376, 0.80993, -2.19913)
H (-2.37276, 0.09193, -2.71713)
H (-1.43476, 0.98493, -1.95813)
O (-3.70876, -2.71707, 3.02587)
H (-3.42376, -2.03207, 2.47187)
H (-4.53076, -3.06807, 2.78287)
O (-0.11976, 2.08793, -4.92413)
H (0.23024, 2.10993, -4.15913)
H (0.07324, 1.27793, -5.23313)
O (2.47224, 0.75193, 3.17387)
H (1.79924, 1.48693, 3.19287)
H (2.73724, 0.65993, 2.16787)
O (2.84024, -0.66207, -3.89513)
H (3.19624, -0.24607, -4.74513)
H (2.46224, 0.05393, -3.37913)
O (1.31624, -2.84907, 1.70087)
H (0.69224, -2.42307, 1.10887)
H (1.95524, -2.30807, 1.61987)
O (-2.98976, 3.02793, 3.43987)
H (-2.68076, 2.25193, 3.06787)
H (-3.15876, 3.59093, 2.65587)

=====

4.
Molecular formula: C16H12N6OSe4Ti
Method: DFT, the ωB97M-V functional and the def2-TZVPD basis

Properties
* 2S+1: 3
* total charge: -2
* HOMO (spin up / spin down): -0.726 / -0.829 eV
* expectation value of S²: 2.2105

CARTESIAN COORDINATES (ANGSTROEM)
Ti (-0.01736, -0.09981, -0.11369)
C (0.98613, -4.08956, 1.27965)
C (1.06106, -2.66078, 0.85495)
N (-0.06667, -1.96837, 0.51726)
N (-1.28449, -2.47447, 0.88477)
C (-2.07888, -1.46652, 1.11008)
O (-1.66019, -0.23216, 1.03300)
C (-3.49404, -1.70545, 1.46085)
C (-4.31825, -0.62829, 1.77981)
C (-5.64604, -0.83965, 2.11795)
C (-6.16865, -2.12560, 2.13832)
C (-5.35102, -3.20203, 1.81455)
C (-4.02397, -2.99578, 1.47758)
C (2.16025, -1.83440, 0.88928)
C (3.50903, -2.22478, 1.18639)
C (4.49605, -1.30245, 1.25086)
C (4.19066, 0.07005, 0.99274)
C (2.91038, 0.40010, 0.67833)
N (1.87873, -0.48461, 0.63973)
H (0.12255, -4.23917, 1.92982)
H (1.88435, -4.38593, 1.82279)
H (0.86345, -4.76813, 0.42884)
H (-3.89991, 0.36814, 1.74200)
H (-6.27796, 0.00719, 2.35830)
H (-7.20871, -2.28928, 2.39607)
H (-5.75400, -4.20852, 1.81733)
H (-3.37830, -3.82218, 1.21283)
H (3.71869, -3.27459, 1.34809)
H (5.51326, -1.60275, 1.47584)
H (4.95631, 0.83294, 1.00623)
H (2.63693, 1.41789, 0.43223)
Se (-2.15481, -0.31852, -1.78933)
Se (-2.04016, 0.33963, -3.91371)
Se (0.88838, 0.39621, -4.29882)
Se (1.48529, -0.32088, -2.18387)
N (-1.51739, 5.51338, 2.20786)
C (-0.88627, 4.94713, 1.41554)
N (-0.10917, 4.42257, 0.48662)
C (-0.02866, 3.14728, 0.35335)
N (0.17792, 2.01419, 0.16608)

=====

Question: Which of these has the lowest total charge?
Answer: C16H12N6OSe4Ti